[1]
83
Properties=species:S:1:pos:R:3:forces:R:3 method="wB97M-V/def2-TZVPD" multiplicity=6 de_lowest_ev=1.164 e_homo_ev="-10.80 / -10.70" total_charge=+1 orbital_gap_ev="7.0 / 5.2" lumo_ev="-3.768 / -5.497"
Fe 0.235 -0.224 -0.662 -0.618 0.204 0.157
C -1.232 2.950 -0.840 0.040 -0.017 -0.011
C -1.719 1.564 -0.589 -0.705 0.256 -0.024
N -1.332 0.920 0.492 0.156 -0.079 0.016
N -2.194 0.021 0.963 0.190 -0.128 -0.165
C -1.659 -1.103 1.452 0.130 0.047 0.186
S -0.033 -1.580 1.239 -0.257 0.013 0.330
S -2.714 -2.168 2.294 -0.027 0.081 -0.053
C -4.316 -1.299 2.193 -0.030 -0.002 0.077
C -4.476 -0.105 3.097 0.067 -0.057 -0.025
C -4.672 1.161 2.557 -0.022 0.029 -0.002
C -4.857 2.259 3.387 0.005 -0.037 -0.006
C -4.840 2.100 4.765 0.008 -0.025 -0.012
C -4.642 0.838 5.310 -0.002 0.011 -0.023
C -4.464 -0.257 4.479 0.030 -0.012 0.046
C -2.695 0.926 -1.456 0.057 -0.006 0.269
C -3.864 1.570 -1.890 0.067 0.034 -0.196
C -4.826 0.863 -2.568 0.012 0.023 0.008
C -4.611 -0.494 -2.868 0.061 -0.068 -0.022
C -3.449 -1.132 -2.508 -0.278 0.015 -0.120
C -2.452 -0.436 -1.803 0.477 -0.245 0.164
O -1.310 -1.022 -1.539 -0.354 0.288 -0.123
H -0.587 3.306 -0.040 -0.012 -0.039 -0.003
H -0.728 3.036 -1.804 -0.019 -0.011 -0.002
H -2.115 3.593 -0.889 0.043 0.057 -0.006
H -4.479 -1.037 1.150 -0.008 -0.006 -0.006
H -5.018 -2.090 2.461 -0.022 0.014 0.001
H -4.680 1.282 1.481 -0.005 0.002 0.001
H -5.019 3.239 2.958 0.003 -0.011 -0.002
H -4.986 2.954 5.414 0.002 -0.004 -0.007
H -4.634 0.706 6.384 0.001 -0.002 -0.006
H -4.313 -1.241 4.911 -0.009 0.010 -0.007
H -4.035 2.610 -1.640 0.020 -0.011 0.028
H -5.752 1.342 -2.855 0.000 -0.011 0.001
H -5.372 -1.046 -3.404 -0.004 0.021 0.001
H -3.270 -2.167 -2.766 0.014 0.004 0.025
C 2.639 3.947 2.655 0.042 0.062 -0.048
C 1.951 2.759 2.835 -0.044 -0.091 -0.043
C 1.611 1.984 1.734 -0.022 -0.084 0.267
C 1.980 2.405 0.471 -0.338 -0.455 -0.501
C 2.671 3.594 0.275 0.104 0.125 -0.106
C 2.997 4.365 1.374 -0.024 -0.051 0.056
N 1.591 1.543 -0.629 0.162 0.454 0.519
N 2.055 1.840 -1.737 -0.072 -0.608 -0.562
C 1.674 0.911 -2.777 0.117 0.647 0.448
C 1.717 1.398 -4.066 -0.119 0.041 -0.339
C 1.333 0.565 -5.113 0.051 0.160 0.059
C 0.907 -0.729 -4.856 -0.102 -0.141 0.109
C 0.895 -1.221 -3.555 -0.142 0.183 -0.158
C 1.294 -0.407 -2.496 0.787 -0.306 0.390
H 2.897 4.556 3.512 0.006 0.000 -0.013
H 1.675 2.430 3.828 0.003 0.009 -0.008
H 1.073 1.051 1.860 0.010 0.038 -0.013
H 2.947 3.903 -0.723 -0.012 -0.010 0.011
H 3.531 5.295 1.236 -0.003 0.001 0.007
H 2.037 2.417 -4.240 -0.003 -0.028 -0.006
H 1.365 0.934 -6.129 -0.002 -0.007 0.006
H 0.602 -1.367 -5.676 -0.003 -0.005 0.023
H 0.579 -2.238 -3.357 0.067 -0.024 -0.028
Ge 2.594 -1.499 -1.204 1.008 -0.343 -0.850
C 2.314 -3.403 -1.287 -0.188 -0.191 0.026
C 1.974 -4.203 -0.195 -0.060 -0.004 -0.079
C 1.977 -5.586 -0.310 -0.016 0.027 -0.006
C 2.312 -6.185 -1.516 -0.003 -0.006 0.010
C 2.645 -5.401 -2.611 -0.011 0.047 -0.012
C 2.652 -4.018 -2.496 -0.039 -0.087 0.056
C 3.417 -0.770 0.388 -0.078 0.220 0.291
C 3.252 -1.249 1.689 0.078 0.081 -0.037
C 3.999 -0.717 2.733 -0.023 0.012 -0.026
C 4.913 0.299 2.492 -0.006 -0.015 -0.015
C 5.099 0.772 1.200 -0.022 -0.020 -0.013
C 4.361 0.234 0.156 -0.037 0.044 0.124
H 3.723 -1.258 -2.231 -0.056 0.011 0.008
H 1.698 -3.763 0.753 0.019 0.020 0.001
H 1.717 -6.196 0.545 0.007 0.004 -0.003
H 2.321 -7.263 -1.600 -0.013 0.004 -0.002
H 2.911 -5.865 -3.552 0.003 0.003 0.007
H 2.938 -3.418 -3.352 0.030 0.007 0.014
H 2.564 -2.051 1.911 -0.051 -0.030 -0.030
H 3.869 -1.103 3.736 0.000 -0.001 -0.019
H 5.493 0.712 3.308 -0.018 -0.005 -0.005
H 5.823 1.552 1.004 -0.011 -0.009 -0.001
H 4.524 0.607 -0.849 0.012 -0.017 -0.004

[2]
86
Properties=species:S:1:pos:R:3:forces:R:3 method="wB97M-V/def2-TZVPD" e_homo_ev=-10.26 total_charge=+1 orbital_gap_ev=7.6 lumo_ev=-2.695
Al -0.595 -0.914 0.100 0.055 0.117 0.043
C 4.561 1.333 -0.283 0.028 -0.003 0.018
C 4.429 0.276 -1.337 -0.038 0.026 0.022
C 5.396 0.082 -2.324 0.016 -0.020 -0.025
C 5.213 -0.911 -3.266 0.007 -0.012 -0.014
C 4.061 -1.688 -3.210 0.045 0.151 0.084
C 3.143 -1.410 -2.201 -0.011 -0.075 -0.066
N 3.323 -0.466 -1.290 0.001 -0.013 -0.055
Sb 1.438 -2.718 -2.335 -0.224 -0.094 0.088
C 0.879 -3.424 -0.359 -0.007 -0.012 -0.014
C 1.468 -4.655 -0.134 0.000 0.028 0.055
C 1.061 -5.433 0.938 0.024 -0.021 -0.017
C 0.070 -4.941 1.751 -0.004 -0.013 0.020
C -0.464 -3.677 1.521 -0.039 0.035 0.041
C -1.447 -3.140 2.516 0.014 -0.053 0.025
N -0.077 -2.928 0.468 -0.056 -0.136 -0.025
C -0.415 -1.639 -2.649 0.147 -0.028 -0.220
C -0.745 -1.482 -3.983 -0.071 -0.010 0.031
C -2.069 -1.268 -4.333 0.012 0.010 -0.002
C -3.032 -1.361 -3.349 -0.034 0.006 -0.030
C -2.661 -1.552 -2.025 -0.115 0.150 0.057
C -3.711 -1.791 -0.984 0.015 -0.023 -0.083
N -1.358 -1.577 -1.679 0.381 0.031 0.096
H 5.493 1.885 -0.376 0.006 -0.003 0.000
H 3.727 2.032 -0.355 -0.010 0.002 0.004
H 4.514 0.876 0.707 -0.007 0.008 0.006
H 6.282 0.702 -2.343 0.002 0.012 0.013
H 5.955 -1.085 -4.035 0.004 0.002 -0.001
H 3.889 -2.481 -3.926 -0.005 -0.002 -0.011
H 2.227 -5.020 -0.815 -0.008 -0.024 -0.006
H 1.501 -6.405 1.120 0.012 0.003 0.008
H -0.287 -5.508 2.599 -0.002 -0.002 0.002
H -1.632 -3.892 3.280 0.006 -0.002 0.012
H -1.040 -2.251 3.001 -0.005 -0.005 -0.004
H -2.395 -2.866 2.061 0.014 -0.031 -0.004
H 0.022 -1.568 -4.742 -0.004 0.034 -0.005
H -2.351 -1.108 -5.365 0.003 0.011 0.001
H -4.085 -1.309 -3.591 0.000 -0.019 -0.002
H -4.475 -2.440 -1.410 -0.009 -0.011 -0.009
H -3.295 -2.277 -0.105 -0.018 0.006 -0.022
H -4.191 -0.866 -0.668 0.009 -0.099 -0.080
O -3.954 0.668 0.760 0.019 0.170 0.078
S -2.541 0.634 0.997 -0.188 -0.150 0.097
O -1.991 -0.738 1.328 -0.087 0.038 0.094
N -1.577 0.935 -0.202 -0.484 0.263 0.112
C -1.817 1.979 -1.126 0.358 -0.208 0.006
C -2.872 2.856 -1.111 -0.205 0.010 0.096
C -2.997 3.875 -2.079 0.089 -0.024 -0.077
C -2.074 4.017 -3.071 -0.042 -0.055 0.084
C -0.977 3.125 -3.123 0.042 0.056 -0.083
C 0.017 3.219 -4.123 -0.010 0.020 -0.015
C 1.057 2.340 -4.121 -0.026 -0.036 0.050
C 1.101 1.356 -3.111 0.086 0.039 -0.069
N 0.205 1.228 -2.168 -0.066 0.038 -0.003
C -0.838 2.105 -2.157 0.120 -0.039 -0.061
C -2.249 1.592 2.444 0.047 0.014 0.044
C -2.322 0.952 3.674 -0.021 0.067 -0.007
C -2.200 1.708 4.828 0.011 -0.007 0.003
C -2.001 3.079 4.746 -0.032 -0.009 -0.026
C -1.918 3.702 3.508 -0.012 0.027 -0.006
C -2.049 2.962 2.344 0.058 -0.036 0.012
H -3.653 2.777 -0.367 0.054 -0.065 0.061
H -3.846 4.542 -2.019 -0.006 0.006 -0.008
H -2.161 4.794 -3.819 -0.004 0.011 0.001
H -0.066 3.995 -4.875 0.008 -0.002 -0.009
H 1.839 2.381 -4.867 0.009 0.006 0.003
H 1.926 0.651 -3.100 -0.033 0.003 0.025
H -2.463 -0.118 3.729 -0.014 -0.014 -0.019
H -2.250 1.222 5.792 -0.002 0.001 0.007
H -1.903 3.665 5.650 0.002 0.001 0.015
H -1.749 4.769 3.446 -0.011 0.007 0.004
H -1.972 3.446 1.380 -0.025 -0.009 -0.046
Cl 2.116 -2.407 2.788 0.079 0.086 0.047
C 1.650 -0.784 3.257 -0.012 -0.089 0.037
C 1.788 -0.454 4.597 -0.011 0.001 0.047
C 1.512 0.835 5.020 0.002 -0.011 -0.060
C 1.117 1.782 4.084 0.023 -0.030 0.007
C 0.973 1.423 2.756 0.001 0.035 0.004
C 1.218 0.124 2.294 -0.141 0.078 -0.016
C 1.091 -0.180 0.837 0.203 0.045 -0.419
H 2.130 -1.207 5.295 0.008 0.000 0.000
H 1.628 1.098 6.062 0.008 0.005 0.011
H 0.926 2.802 4.387 0.012 -0.002 -0.001
H 0.678 2.172 2.031 0.013 -0.006 -0.011
H 1.229 0.759 0.291 0.005 -0.112 0.001
H 1.918 -0.813 0.523 0.040 -0.038 0.053